Entry from OMol25: a cluster of 13 separate species, C61H149N10O29S2 in total in a non-equilibrium geometry (ωB97M-V with the def2-TZVPD basis set).

XYZ file:
```
251
Properties=species:S:1:pos:R:3:forces:R:3:mulliken_charge:R:1
C 19.863 23.092 12.496 0.006 -0.381 -0.620 -0.955
C 20.875 23.088 13.642 -1.127 2.592 -0.581 1.396
O 21.541 24.102 13.918 0.576 -0.018 -0.680 -0.483
N 20.824 22.052 14.410 -0.841 -1.708 0.402 1.863
H 20.020 21.405 14.275 0.795 -0.110 0.149 -1.126
H 19.158 18.670 13.806 -0.835 1.031 0.394 -0.653
C 21.619 21.967 15.576 0.711 -2.278 1.064 0.762
H 20.207 23.766 11.682 -0.286 -0.282 0.651 0.421
H 18.842 23.374 12.852 0.844 -0.054 -0.133 -0.087
H 19.781 22.066 12.087 -0.066 0.431 0.166 -0.027
H 22.644 21.505 15.421 -0.953 0.496 -0.142 -0.699
H 21.112 21.338 16.322 0.049 -0.175 -0.547 -0.420
H 21.740 22.868 16.103 0.237 1.660 0.188 -0.241
S 21.027 17.970 13.296 2.950 -0.733 -0.652 0.472
O 21.462 19.396 13.381 -1.477 -2.139 -0.013 -0.835
O 19.548 17.767 13.845 1.324 -0.261 -0.604 1.837
O 21.078 17.425 11.915 -0.841 0.751 0.729 -0.522
O 21.879 17.093 14.144 -0.963 0.750 -0.079 -0.519
S 17.726 20.224 15.171 -0.448 0.688 1.883 1.245
O 17.732 18.941 15.909 -0.520 0.100 -0.758 -0.996
O 18.246 21.257 16.122 -0.999 -0.087 -0.878 0.452
O 18.650 20.189 14.015 0.307 -0.342 -0.936 -2.683
O 16.341 20.573 14.618 1.482 -1.140 0.955 0.449
O 18.004 17.897 21.842 -0.292 -0.377 0.449 -0.676
C 17.778 18.597 20.899 0.593 0.995 -0.673 0.340
O 18.511 19.733 20.683 0.006 -0.782 0.451 -0.467
C 18.320 20.208 19.324 0.887 -0.166 0.410 1.446
C 16.952 19.721 18.974 -1.041 0.766 -0.923 1.663
C 16.746 18.443 19.780 0.835 -0.435 -0.078 -0.409
H 19.111 19.771 18.686 -0.361 0.328 0.288 -0.910
H 18.400 21.300 19.362 0.055 -0.287 -0.174 -0.698
H 16.990 19.546 17.889 -0.638 0.110 0.190 -0.885
H 16.270 20.548 19.250 -0.157 -0.665 -0.284 -0.154
H 17.056 17.593 19.130 -0.232 0.288 0.620 0.181
H 15.772 18.203 20.241 0.318 0.344 -0.447 0.312
C 16.858 20.061 11.058 0.419 -0.070 -1.952 0.219
O 15.527 20.514 10.847 0.194 0.152 0.552 -0.532
C 15.381 21.632 11.699 -1.165 0.531 1.285 0.396
C 13.985 21.805 12.332 0.460 -1.610 -1.378 -1.565
N 13.723 20.812 13.328 0.905 0.131 -1.201 1.001
C 12.452 20.825 13.931 -0.624 1.804 1.636 -0.098
C 11.978 19.422 13.995 0.515 -1.981 -2.468 -0.171
O 10.715 19.051 14.528 -0.390 0.148 -0.909 -0.494
C 10.523 18.927 15.898 0.237 0.987 1.029 -0.384
H 17.027 19.166 10.443 -0.121 0.305 0.028 -0.206
H 17.042 19.816 12.062 0.132 -0.355 1.544 -0.034
H 17.605 20.844 10.787 -0.395 -0.380 -0.037 0.381
H 15.558 22.551 11.165 0.489 0.489 -0.462 0.418
H 16.050 21.544 12.552 0.428 0.131 -0.037 -0.366
H 13.313 21.560 11.523 -0.709 0.336 -0.675 0.754
H 13.811 22.848 12.588 0.159 0.356 0.458 0.320
H 14.543 20.484 13.815 -0.013 0.167 0.598 -0.498
H 11.779 21.511 13.369 0.218 -0.585 0.133 0.403
H 12.553 21.270 14.934 -0.378 0.026 0.075 -0.545
H 12.824 18.815 14.332 -0.226 -0.189 0.878 0.286
H 12.026 19.116 12.888 -0.791 0.110 1.352 0.045
H 9.700 19.582 16.253 0.128 -0.129 -0.411 0.236
H 11.403 19.325 16.437 -0.132 -0.669 0.064 -0.014
H 10.227 17.910 16.220 0.572 0.197 -0.302 0.302
C 14.867 16.974 16.489 -1.243 0.475 -0.400 -0.443
O 14.592 16.878 15.073 -0.262 0.627 0.933 -0.688
C 15.763 17.151 14.296 -0.388 -0.139 -0.587 0.624
C 15.371 16.994 12.827 -0.366 -0.591 -0.405 -0.537
N 14.494 15.822 12.608 1.125 0.266 -1.474 -0.179
C 13.404 15.962 11.695 -0.741 0.640 -1.570 -0.156
C 13.779 15.875 10.173 -1.898 0.866 1.282 -0.671
O 14.196 14.629 9.749 -0.209 -0.603 -0.262 -0.427
C 15.606 14.494 9.773 -0.616 -0.741 -1.580 -0.086
H 13.935 16.659 17.053 1.066 -0.291 -0.798 0.348
H 14.982 18.041 16.861 0.685 -1.093 -0.753 -0.160
H 15.729 16.302 16.605 -0.117 0.508 0.971 0.373
H 16.556 16.478 14.609 0.179 -0.182 -0.018 0.293
H 16.113 18.166 14.436 0.053 0.161 0.235 -0.451
H 16.233 16.884 12.157 0.286 0.116 0.459 0.048
H 14.887 17.917 12.506 -0.407 0.187 -0.005 0.070
H 14.134 15.505 13.449 -0.546 -0.479 1.970 0.373
H 12.917 16.968 11.772 0.012 -0.422 0.151 -0.230
H 12.657 15.187 11.861 -0.092 -0.045 0.348 0.593
H 14.599 16.548 10.163 0.786 1.175 -0.956 0.260
H 12.865 16.246 9.550 1.650 -0.582 0.918 0.348
H 16.070 15.192 9.050 -0.114 -0.497 -0.144 0.259
H 15.730 13.422 9.490 0.607 0.877 0.290 0.296
H 16.015 14.764 10.709 0.478 -0.163 1.312 -0.149
C 10.642 23.707 17.934 1.141 -0.853 -0.547 -0.871
O 12.022 23.343 18.025 0.073 1.068 0.695 -0.246
C 12.213 21.953 17.910 0.722 0.048 -0.899 -0.858
C 13.709 21.572 17.785 -0.435 -0.589 -0.490 -0.443
N 14.344 21.857 16.463 -0.230 0.911 1.606 0.820
C 15.214 23.066 16.499 0.815 -2.140 1.112 -0.283
C 15.823 23.249 15.136 -1.113 1.534 -1.181 0.654
O 16.522 24.482 14.995 -0.128 1.136 0.194 0.599
C 15.696 25.648 14.883 2.081 -0.009 -0.187 -1.171
H 10.061 23.065 18.599 -0.326 -0.201 -0.156 0.312
H 10.439 23.536 16.869 -0.953 0.202 0.244 0.326
H 10.446 24.736 18.239 0.507 0.024 -0.187 0.203
H 11.691 21.590 17.036 -0.290 -0.164 -0.508 0.277
H 11.774 21.474 18.770 -0.148 -0.458 0.691 0.563
H 13.749 20.473 17.923 -0.094 0.374 0.074 0.329
H 14.139 22.006 18.711 0.673 0.057 -0.678 0.300
H 14.843 21.065 16.049 0.110 0.226 0.472 -0.630
H 16.015 22.991 17.325 -0.657 -0.193 -1.260 -0.286
H 14.600 23.847 16.852 -0.871 1.330 -0.055 1.124
H 15.031 23.279 14.334 0.270 -0.389 0.852 -0.665
H 16.490 22.452 14.882 0.325 -0.010 0.143 -1.035
H 15.054 25.820 15.715 -0.810 -0.227 0.779 0.414
H 15.160 25.705 13.946 -0.477 -0.387 -0.397 0.296
H 16.389 26.509 14.872 -0.158 -0.362 0.053 0.099
C 28.231 22.340 13.293 -0.925 0.759 1.038 -0.970
O 26.852 22.142 13.058 0.741 0.433 -0.778 -0.026
C 26.267 23.230 12.364 -1.406 -1.552 -0.319 -0.843
C 24.761 22.885 12.260 -0.679 1.495 -0.299 0.294
N 24.452 21.666 11.564 2.150 0.912 -0.321 0.026
C 23.239 20.988 11.825 0.784 -2.107 1.498 0.299
C 23.160 19.780 10.903 -0.943 1.130 0.788 -0.073
O 23.437 20.172 9.602 0.081 0.750 -2.275 -0.538
C 22.272 20.208 8.791 0.147 -0.157 0.391 -0.775
H 28.824 22.679 12.453 -0.182 0.410 -0.635 0.362
H 28.593 21.366 13.512 0.558 -0.729 0.793 0.207
H 28.336 23.082 14.139 0.309 -0.785 -0.643 0.288
H 26.644 23.331 11.334 0.402 -0.037 0.168 0.327
H 26.450 24.132 12.929 -0.152 0.653 0.098 0.450
H 24.208 23.781 11.818 0.622 -0.595 0.312 0.315
H 24.354 22.826 13.250 -0.158 -0.167 0.760 -0.685
H 24.643 21.799 10.583 -0.317 -0.310 -0.221 0.368
H 22.356 21.597 11.812 -0.773 0.425 -0.200 0.211
H 23.295 20.468 12.819 -0.246 1.083 -0.541 -0.436
H 22.175 19.390 11.006 -0.898 -0.472 -0.078 0.303
H 23.799 18.977 11.183 0.962 -0.444 0.341 -0.287
H 21.964 19.210 8.669 -0.648 -1.629 -0.250 0.328
H 22.441 20.555 7.774 0.442 0.585 0.223 0.332
H 21.411 20.688 9.261 0.215 0.574 0.050 0.229
C 25.723 19.782 15.499 0.525 -1.152 1.032 -0.247
O 26.308 18.885 14.546 0.567 1.253 1.635 -0.527
C 25.475 18.579 13.483 -2.859 1.534 0.671 0.502
C 25.325 17.125 13.414 -0.656 -0.429 -0.960 -1.019
N 24.690 16.581 14.599 0.284 0.223 -0.419 0.767
C 24.572 15.149 14.481 1.012 -1.388 1.952 -0.601
C 24.004 14.434 15.745 -0.071 0.425 0.709 -0.339
O 24.903 14.273 16.886 0.327 0.278 -1.246 -0.520
C 25.151 15.538 17.493 -1.404 1.190 -0.403 -0.345
H 24.780 19.348 15.939 0.687 0.454 -0.597 0.048
H 25.575 20.785 15.114 -0.262 0.164 -0.398 0.028
H 26.457 19.866 16.336 -0.441 -0.103 -0.540 0.428
H 25.853 19.055 12.589 -0.059 -0.010 -0.520 0.496
H 24.416 18.962 13.694 1.227 0.035 -0.410 -0.606
H 26.339 16.833 13.305 0.998 -1.364 -0.075 0.499
H 24.744 16.902 12.491 0.312 -0.203 0.161 0.202
H 23.769 17.027 14.617 -0.261 -0.451 0.152 -0.585
H 25.607 14.698 14.390 -0.904 0.524 -0.335 0.326
H 23.942 14.789 13.681 -0.224 0.077 -0.780 0.442
H 23.623 13.424 15.488 0.472 0.484 0.121 0.345
H 23.157 15.006 16.146 -0.189 0.019 -0.337 0.089
H 24.179 15.832 17.986 0.779 0.169 -0.356 0.141
H 25.431 16.367 16.752 -0.282 -1.329 0.958 0.024
H 25.877 15.455 18.290 0.363 -0.340 -0.011 0.379
C 16.420 25.401 20.031 -0.192 0.191 1.605 -0.436
O 15.888 26.562 19.403 0.152 -0.785 -0.350 -0.292
C 16.827 27.521 19.034 0.821 1.349 0.271 -0.935
C 17.913 27.062 18.083 0.190 0.629 0.754 1.020
N 18.875 28.180 17.854 -0.400 -1.115 -1.040 -0.634
C 20.082 27.638 17.209 -1.082 -0.117 -1.267 0.519
C 19.992 27.722 15.683 -0.963 -0.506 -0.710 -1.183
O 19.111 26.674 15.199 0.242 -0.190 1.089 0.458
C 18.823 26.590 13.817 0.545 1.917 0.350 -0.679
H 16.860 24.577 19.461 -0.094 0.567 -0.698 0.021
H 15.557 24.992 20.574 0.261 -0.084 -0.058 0.328
H 17.190 25.688 20.793 -0.431 -0.077 -0.464 0.305
H 17.391 27.914 19.952 -0.798 -0.262 -0.665 0.362
H 16.276 28.356 18.564 0.087 -0.261 0.409 0.244
H 17.486 26.772 17.124 0.257 -0.361 0.090 -0.066
H 18.428 26.260 18.632 -0.070 -0.311 -0.772 -0.256
H 19.199 28.513 18.724 0.004 0.425 1.370 0.353
H 20.230 26.607 17.486 0.093 -0.697 0.047 -0.665
H 20.939 28.152 17.571 0.854 0.787 0.070 0.563
H 20.984 27.689 15.224 -0.005 -0.281 -0.043 0.349
H 19.485 28.650 15.396 0.261 0.402 0.128 0.395
H 18.076 25.811 13.666 0.026 0.229 0.094 0.064
H 19.733 26.341 13.292 0.365 -0.268 -0.455 0.043
H 18.502 27.632 13.458 -0.030 -1.277 0.157 0.248
C 24.266 30.280 18.364 -0.622 0.417 0.772 -0.765
O 24.667 29.366 17.432 1.147 -1.085 -0.661 -0.302
C 24.112 29.658 16.179 -0.989 2.333 -0.026 -0.489
C 24.403 28.619 15.154 0.241 0.792 -0.936 -0.833
N 23.606 27.488 15.484 -0.264 -1.152 -1.561 0.238
C 23.941 26.255 14.721 0.392 0.477 -0.919 -0.931
C 23.746 25.104 15.638 -0.027 -0.822 0.965 1.164
O 24.568 25.357 16.839 -0.243 -0.813 -1.521 -0.617
C 24.605 24.278 17.744 -0.063 -0.336 1.303 -0.541
H 24.480 31.315 18.098 0.295 0.249 -0.196 0.299
H 24.688 30.066 19.338 0.297 -0.180 0.073 0.241
H 23.197 30.195 18.444 -0.914 0.237 0.380 0.317
H 24.465 30.699 15.890 -0.173 -0.957 -0.025 0.437
H 22.985 29.753 16.298 0.977 -0.179 -0.214 0.199
H 25.466 28.369 15.135 0.433 0.095 0.101 0.455
H 24.199 29.069 14.148 -0.229 -0.525 0.641 0.325
H 23.871 27.283 16.422 -0.030 -0.394 0.943 0.177
H 24.985 26.266 14.326 -0.195 0.175 0.513 0.386
H 23.338 26.084 13.798 -0.095 0.353 0.842 0.160
H 23.977 24.122 15.173 0.136 0.605 0.287 -0.002
H 22.678 25.060 15.886 0.158 -0.074 0.277 -0.527
H 24.368 23.244 17.352 0.218 1.217 0.019 0.122
H 23.899 24.511 18.564 -0.067 -0.448 -0.278 0.192
H 25.596 24.257 18.265 -0.478 -0.037 -0.729 0.348
C 20.391 14.423 14.952 -0.685 -2.832 1.132 -0.079
O 19.014 13.921 14.934 1.215 -0.298 -0.816 -0.618
C 18.236 14.455 13.853 -0.955 -0.220 1.688 0.577
C 18.501 13.888 12.485 0.694 -0.889 -1.882 -0.698
N 18.712 14.914 11.450 0.610 1.160 1.427 0.939
C 19.262 14.472 10.184 -1.824 -1.471 0.547 -0.575
C 19.760 15.591 9.289 2.759 0.458 0.156 -0.432
O 19.062 16.426 8.350 1.067 -2.258 0.906 -0.566
C 18.383 17.373 9.062 -2.291 0.426 2.308 -0.010
H 21.001 14.134 14.083 -0.484 0.530 -0.211 0.161
H 20.848 13.826 15.784 -0.291 0.646 -0.437 0.217
H 20.401 15.447 15.207 0.201 1.266 -0.181 -0.123
H 18.449 15.499 13.889 -0.175 1.158 -0.474 -0.524
H 17.197 14.288 14.222 0.558 0.196 -0.660 0.194
H 17.668 13.307 12.020 0.594 -0.392 1.048 0.329
H 19.465 13.302 12.606 -1.018 -0.142 -0.292 0.308
H 19.343 15.567 11.916 0.077 0.462 -0.662 -0.457
H 18.436 13.834 9.766 0.643 0.509 -0.346 0.279
H 20.115 13.725 10.301 -0.439 0.877 0.008 0.316
H 20.536 15.076 8.746 0.152 -0.093 -1.031 0.453
H 20.408 16.245 9.945 -0.943 -0.261 -0.316 -0.008
H 18.985 17.835 9.939 -0.924 -0.787 -1.297 0.117
H 17.377 16.891 9.459 1.824 1.186 -0.242 -0.378
H 18.104 18.121 8.354 -0.291 0.884 -0.318 0.538
C 18.995 23.682 17.588 1.961 -0.713 0.607 1.642
O 19.458 24.239 18.822 -0.048 -0.169 0.413 -0.152
C 20.829 24.099 19.122 -0.321 1.032 1.023 -0.631
C 21.285 22.921 19.975 -1.221 -1.453 0.656 -1.131
N 21.669 21.775 19.142 -0.650 0.894 -1.240 0.575
C 22.035 20.500 19.662 1.918 -0.602 0.252 -1.066
C 22.387 19.480 18.536 -2.297 1.211 1.402 -0.150
O 21.179 19.434 17.798 1.078 -0.899 -0.524 -0.279
C 21.412 18.687 16.591 -1.491 1.961 -1.428 -0.019
H 17.976 23.800 17.604 -2.577 -0.258 0.234 -0.130
H 19.284 22.633 17.495 -0.263 0.189 -0.199 -1.051
H 19.255 24.248 16.718 0.972 0.501 -0.628 -0.028
H 21.055 25.002 19.726 0.055 -0.218 -0.314 0.267
H 21.388 24.158 18.214 0.703 -0.086 -0.713 0.387
H 20.481 22.660 20.739 0.301 0.223 -0.903 0.106
H 22.075 23.254 20.654 0.591 -0.108 -0.451 0.567
H 20.998 21.637 18.370 0.395 0.179 0.676 -0.665
H 21.303 19.990 20.306 -0.095 0.248 0.052 0.333
H 22.993 20.616 20.210 -0.460 -0.002 0.301 0.478
H 22.546 18.533 19.099 0.448 0.175 -0.815 0.184
H 23.151 19.807 17.838 0.710 -0.074 0.324 0.050
H 21.957 19.315 15.766 -0.554 -1.339 1.715 -0.378
H 20.387 18.554 16.214 0.363 -0.226 -0.243 -0.409
H 21.830 17.726 16.805 0.624 -0.531 0.004 0.939
```
Positions in Å, forces in eV/Å.

Its HOMO energy is -2.172 eV. As for the lowest unoccupied orbital energy: 4.5 eV. The total energy is -161610.510 eV. The net charge is -3. Its gap between HOMO and LUMO is 0.2458 hartree.